(1)
C4H8N4 | ωB97M-V with the def2-TZVPD basis set

Structure (XYZ):
```
16
C4H8N4 ωB97M-V with the def2-TZVPD basis set
H 3.278 -0.013 -0.003
N 2.498 0.574 0.213
C 1.505 -0.050 -0.026
N 1.369 -1.424 -0.034
C 0.074 0.537 -0.042
N -0.464 1.746 -0.010
H 0.221 2.543 -0.017
N -0.961 -0.324 -0.402
C -2.206 0.030 -0.343
C -1.728 -0.800 0.750
H 2.085 -1.739 -0.938
H 0.353 -1.580 -0.443
H -2.817 -0.660 -0.984
H -2.435 1.057 -0.127
H -2.004 -1.749 0.409
H -1.641 -0.170 1.696
```

## Properties
- highest occupied orbital energy (Eh) = -0.34744
- HOMO-LUMO gap (eV) = 9.941

These are the natural (NBO) partial charges, in e, on atoms 1 to 8:
1 H 0.34
2 N -0.62
3 C 0.37
4 N -0.83
5 C 0.37
6 N -0.67
7 H 0.36
8 N -0.47


(2)
C2H5O2PS2 | ωB97M-V with the def2-TZVPD basis set

Structure (XYZ):
```
12
C2H5O2PS2 ωB97M-V with the def2-TZVPD basis set
C 1.378 -0.453 -0.698
C -1.628 0.432 1.100
O 2.308 -1.061 0.085
O -2.168 1.157 0.130
P -0.116 -1.435 -1.025
S 0.948 1.325 0.135
S -0.087 0.760 1.775
H 1.859 -0.042 -1.589
H -2.315 -0.152 1.688
H 1.880 -1.635 0.739
H -1.472 1.667 -0.336
H -0.586 -0.563 -2.004
```

## Properties
- highest occupied orbital energy (alpha / beta) (Eh) = -0.26249 / -0.29109
- HOMO-LUMO gap (alpha / beta) (eV) = 5.972 / 7.806

These are the natural (NBO) partial charges, in e, on atoms 1 to 8:
1 C -0.26
2 C -0.03
3 O -0.70
4 O -0.65
5 P 0.16
6 S -0.07
7 S 0.19
8 H 0.22


Record-wise ΔE to the lowest compared entry with this formula, charge and spin values, in kJ/mol: 465.1 405.0